88
Properties=species:S:1:pos:R:3 method="wB97M-V/def2-TZVPD" energy_ev=-64132.88334 orbital_gap_ev=5.44 de_lowest_kj_mol=31.5 e_lumo_ev=-0.005
Y -0.65624 0.13394 -0.56573
C 1.47418 2.64376 -1.64882
C 1.49944 2.66814 -0.12975
N 1.38434 1.31772 0.44253
C 2.60900 0.50592 0.37070
C 2.73001 -0.27381 -0.90583
C 3.96977 -0.69482 -1.37056
C 4.01435 -1.45516 -2.52312
C 2.83280 -1.77111 -3.18158
C 1.63995 -1.32534 -2.64539
C 0.30653 -1.67490 -3.25783
N -0.70718 -0.65851 -2.97072
C -0.69862 0.50482 -3.87465
C 0.39024 1.50897 -3.53593
N 0.24991 2.00465 -2.15640
N 1.59439 -0.58926 -1.53017
H 2.32432 2.06677 -2.01596
H 1.59529 3.66282 -2.03107
H 0.66005 3.25940 0.24661
H 2.42133 3.15973 0.20169
H 1.16378 1.41965 1.42776
H 2.55966 -0.22300 1.18409
H 3.51184 1.09858 0.54249
H 4.86097 -0.44091 -0.80698
H 4.96415 -1.79933 -2.91184
H 2.83524 -2.35525 -4.09232
H -0.03358 -2.61162 -2.80784
H 0.42167 -1.84765 -4.33388
H -1.62702 -1.08607 -3.01471
H -1.66842 0.98802 -3.78526
H -0.57919 0.18965 -4.91822
H 0.35579 2.32398 -4.26730
H 1.37489 1.04879 -3.62182
H -0.51797 2.67241 -2.13267
C -4.90536 0.56254 -0.23575
C -3.96837 0.85456 -1.40904
O -2.68655 0.48975 -1.14243
C -4.00966 2.37257 -1.72709
F -2.96810 2.75741 -2.49800
F -5.12890 2.74694 -2.36065
F -3.92963 3.10134 -0.60152
C -4.49796 0.09470 -2.65916
F -4.19446 -1.20927 -2.57687
F -5.82416 0.18046 -2.80871
F -3.94062 0.53943 -3.80753
H -4.46894 0.99700 0.66158
H -4.96936 -0.51673 -0.10217
H -5.90529 0.96631 -0.38837
N -1.60597 0.58023 4.85763
C -1.76517 1.34007 3.76943
C -1.25035 0.87285 2.53132
N -1.35754 1.58279 1.42873
C -1.97223 2.77819 1.50382
C -2.48767 3.21105 2.70691
N -2.39955 2.51189 3.83737
H -1.04987 -0.27018 4.76839
H -1.95502 0.89618 5.74399
H -0.76359 -0.09649 2.47955
H -2.06566 3.35888 0.59785
H -2.99996 4.16443 2.76607
C 6.25072 -0.47677 1.54167
C 5.09129 -0.72619 2.21122
C 4.28627 -1.91548 1.98055
C 3.08935 -2.11740 2.59440
C 2.55134 -1.16712 3.50576
C 3.35212 -0.03018 3.81182
C 4.54946 0.18322 3.20743
C 1.33313 -1.38843 4.17032
N 0.32419 -1.56956 4.71766
H 6.85022 0.39632 1.76748
H 6.66227 -1.20429 0.85192
H 4.66799 -2.66589 1.29676
H 2.52209 -3.01751 2.38538
H 2.99351 0.67345 4.55599
H 5.13518 1.05657 3.47258
C -2.32352 -3.30822 -0.45295
C -1.61113 -2.91964 0.83641
C -2.59422 -2.27573 1.81062
C -0.42910 -1.98805 0.53823
H -3.15112 -3.99975 -0.27444
H -1.63264 -3.79254 -1.15045
H -2.73275 -2.41888 -0.93665
H -1.25663 -3.84819 1.30452
H -2.99467 -1.34473 1.39015
H -2.10653 -2.04009 2.75992
H -3.44007 -2.93391 2.02597
H 0.27871 -2.53948 -0.10783
H 0.14883 -1.85939 1.47073



8
Properties=species:S:1:pos:R:3 method="wB97M-V/def2-TZVPD" energy_ev=-3077.60639 orbital_gap_ev=11.09 de_lowest_kj_mol=11.2 smiles=N.N e_lumo_ev=0.914
N -0.04812 -0.43493 -2.96799
H -0.57943 0.39656 -2.69055
H -0.30867 -1.18500 -2.31982
H -0.38838 -0.71043 -3.89478
N 0.26485 0.40925 3.23766
H 0.94375 -0.23466 2.81921
H 0.67474 1.34746 3.18884
H -0.55873 0.41177 2.62746



14
Properties=species:S:1:pos:R:3 method="wB97M-V/def2-TZVPD" energy_ev=-6793.16604 orbital_gap_ev=10.47 de_lowest_kj_mol=182.3 smiles="C=O.CCN" e_lumo_ev=1.009
O 2.64567 0.00086 -0.12548
C 2.01938 0.73290 0.59279
H 1.90462 0.63551 1.67812
H 1.56723 1.65265 0.17096
C -0.26885 -1.29251 -0.51969
C -1.12259 -0.25072 0.17922
N -0.83322 1.17256 -0.23199
H -0.96504 -2.11903 -0.66580
H 0.60793 -1.63492 0.02555
H 0.08434 -1.04516 -1.52725
H -0.80942 -0.25518 1.23421
H -2.18538 -0.50524 0.17714
H -1.54568 1.73263 0.22372
H -1.09898 1.17562 -1.21148



21
Properties=species:S:1:pos:R:3 method="wB97M-V/def2-TZVPD" energy_ev=-14560.70455 orbital_gap_ev=11.16 de_lowest_kj_mol=73.0 smiles=O.O.O.O.O.O.O e_lumo_ev=0.450
O 0.62625 -2.55534 0.35253
O 3.09046 -0.90888 -1.42168
O 1.32598 0.85891 0.57646
O -0.91241 -0.59680 1.88788
H 0.23807 -2.08643 1.10617
H 1.54655 -2.63479 0.61652
H 3.17937 -1.73401 -0.93816
H 2.73507 -0.27748 -0.78157
H 0.81332 1.48416 0.05178
H 0.64315 0.40679 1.09103
H -1.17569 -0.61507 2.82087
H -1.62029 -0.04677 1.49497
O -1.01199 2.29343 -1.05044
O -2.53938 1.34698 0.85825
O -0.22748 -0.63213 -1.48963
H -3.35883 1.78757 1.06763
H -2.18443 1.83809 0.10524
H -0.64786 2.80732 -1.78175
H -0.81082 1.36197 -1.21075
H 0.11596 -1.39265 -0.99600
H 0.17499 -0.70487 -2.35932



91
Properties=species:S:1:pos:R:3 method="wB97M-V/def2-TZVPD" energy_ev=-172551.60759 s2=2.012 orbital_gap_ev="6.19 / 6.39" spin_multiplicity=3 charge=-1 de_lowest_kj_mol=0.0 e_lumo_ev="1.043 / 0.976"
V 0.72645 0.51309 -0.28135
C 8.81364 1.51616 2.79408
C 7.58281 1.17169 2.01046
C 6.47640 0.38104 2.42949
C 5.45007 0.12447 1.59278
C 5.43678 0.55888 0.27835
C 6.44111 1.44658 -0.14125
C 7.43339 1.79740 0.74855
S 3.98087 0.14770 -0.71245
O 4.26861 1.01104 -1.88902
O 0.61386 -0.89887 0.96162
N 2.66966 0.85908 0.16720
C 2.84919 2.29773 0.54804
C 1.50032 2.83335 1.03861
O 1.28814 3.94210 1.55425
O 0.44146 2.05447 0.86967
H 9.59114 0.75894 2.92832
H 8.54348 1.83401 3.82785
H 9.28724 2.39433 2.30876
H 6.48244 -0.03382 3.43303
H 4.58465 -0.44879 1.93190
H 6.59080 1.78405 -1.18945
H 8.21717 2.48502 0.38792
H 3.04099 2.90355 -0.36627
H 3.66896 2.46878 1.26373
Br -5.16091 0.89305 -11.13749
C -5.00253 0.03850 -9.42560
C -4.00481 -0.89235 -9.15313
C -3.80557 -1.33658 -7.79525
C -4.38475 -0.63603 -6.70925
C -5.38164 0.27102 -7.07459
C -5.69660 0.54641 -8.38495
N -3.94113 -0.66979 -5.37156
N -3.02438 -1.54743 -5.19014
C -2.12483 -1.45329 -4.18906
C -0.94605 -2.18682 -4.46989
C 0.20026 -1.81793 -3.78198
C 0.09714 -1.03499 -2.52411
O 1.18898 -0.73598 -1.88299
C -1.20187 -0.64089 -2.02923
N -1.19746 0.07637 -0.88964
C -2.33425 0.71814 -0.61750
C -3.52979 0.61816 -1.38882
C -3.49230 0.05403 -2.66403
C -2.33215 -0.75006 -2.96664
H -3.38582 -1.39928 -9.87526
H -3.12098 -2.09842 -7.63179
H -5.84097 0.80743 -6.24708
H -6.49325 1.29179 -8.55823
H -0.93225 -2.88981 -5.35067
H 1.22338 -2.10889 -4.19416
H -2.32129 1.34982 0.22664
H -4.46680 1.04930 -0.96284
H -4.23495 0.09341 -3.45081
N 2.27770 2.94650 -6.27164
C 1.62673 3.20039 -5.34784
C 0.95350 3.33221 -4.09126
C 0.27277 4.45284 -3.69562
C -0.46179 4.48119 -2.53247
C -0.32842 3.37597 -1.61730
N 0.41972 2.36198 -2.00808
C 1.05279 2.23554 -3.20196
H 0.37489 5.32869 -4.36302
H -1.11786 5.28569 -2.23730
H -0.76743 3.42791 -0.65368
H 1.56200 1.26662 -3.36686
C -1.80219 -2.29737 8.68919
C -2.63137 -2.41594 7.36827
C -3.48220 -3.73704 7.33049
C -3.52989 -1.15546 7.41261
C -1.79562 -2.47334 6.04829
C -0.68020 -3.32680 6.09087
C 0.27385 -3.52175 5.10584
C 0.10238 -2.65605 3.94381
O 0.90642 -2.43190 2.84498
B 0.28400 -1.39193 2.12070
O -0.94634 -1.08084 2.75678
C -1.10300 -1.90842 3.84141
C -2.08139 -1.80051 4.82313
H -2.56589 -2.18014 9.44347
H -1.13684 -1.47214 8.69243
H -1.21832 -3.21877 8.85482
H -3.93085 -4.04983 8.26198
H -2.79178 -4.55095 7.06487
H -4.28362 -3.76019 6.53537
H -4.13519 -1.39226 8.30229
H -4.25570 -1.07444 6.55197
H -3.05384 -0.13487 7.55553
H -0.56897 -3.85913 7.02474
H 1.14844 -4.19501 5.12155
H -2.91852 -1.12133 4.79689



9
Properties=species:S:1:pos:R:3 method="wB97M-V/def2-TZVPD" energy_ev=-28313.38418 orbital_gap_ev="5.60 / 5.52" charge=-1 de_lowest_kj_mol=223.4 e_lumo_ev="1.943 / 1.860"
C 2.00116 2.26677 0.56136
C -1.02127 -1.52795 0.06931
N -2.41253 -0.79003 -0.49335
O 1.80308 3.20284 -0.05638
O 2.13748 1.43031 1.34641
Cl -3.79814 -0.99210 0.41535
I 2.88985 0.35010 -1.69400
H -0.28727 -1.53433 -0.70712
H -1.31236 -2.40560 0.55843